The following is a quantum chemistry calculation of 2 unconnected molecules or ions with the total composition C5H13NO2 in a non-equilibrium geometry, from OMol25.

Positions of all 21 atoms, in Å:
O: 1.46498 2.84729 1.85893
C: 1.44081 1.72003 2.29878
N: 1.18220 0.62607 1.52728
C: 0.61363 0.86634 0.18613
C: 0.03316 -0.42488 -0.37393
C: 0.51970 -0.93651 -1.73318
C: -0.54295 -1.63409 -2.59674
H: 1.69529 1.52178 3.34722
H: 0.81277 -0.17985 2.01790
H: 1.43084 1.28330 -0.38676
H: -0.14184 1.63651 0.28050
H: -1.05781 -0.27455 -0.38193
H: 0.15530 -1.27355 0.28960
H: 0.98040 -0.15907 -2.34262
H: 1.31917 -1.63948 -1.50665
H: -1.35538 -2.12119 -2.05148
H: -0.86444 -0.95694 -3.38061
H: -0.07735 -2.45183 -3.14382
H: -3.22637 0.20744 2.16137
H: -1.82887 0.43363 1.74452
O: -2.55323 0.90957 2.18549

Force components x, y, z for each atom (eV/Å):
O 0.00 0.09 -0.04
C 0.29 0.30 -0.20
N -0.67 -0.07 0.24
C 0.79 -0.41 0.81
C -1.14 0.10 -0.38
C 0.10 -0.14 0.00
C 0.71 -0.42 -0.20
H -0.10 -0.31 0.12
H 0.30 0.08 -0.02
H 0.03 0.00 -0.50
H -0.19 0.24 -0.15
H 0.13 -0.11 -0.36
H 0.22 0.00 0.54
H -0.04 0.21 0.17
H 0.17 -0.07 -0.16
H -0.09 0.50 0.06
H -0.68 0.11 0.17
H 0.17 -0.11 -0.08
H -0.05 0.56 0.22
H 0.00 0.55 0.17
O 0.07 -1.12 -0.42

Output
Frontier orbital gap: 10.40 eV
SMILES: CCCCNC=O.O
Net charge: 0



The following is a quantum chemistry calculation of a molecular structure, C41H41LuN9O2PS in a non-equilibrium geometry, from OMol25.

Positions of all 96 atoms, in Å:
Lu: 1.00941 -1.01758 -1.04181
C: -4.51661 -2.10876 0.99737
N: -3.05899 -2.05146 0.85835
C: -2.29366 -1.06779 0.36726
N: -1.02957 -1.42541 0.44639
C: -1.07443 -2.66733 0.99509
N: -2.28928 -3.08803 1.30187
C: -5.05878 -0.76784 1.44135
C: -6.28566 -0.29245 0.92889
C: -6.79053 0.89454 1.40785
C: -6.11417 1.65903 2.36385
C: -4.86693 1.21537 2.83885
C: -4.36095 -0.00132 2.37291
C: -4.12519 1.92260 3.84125
N: -4.36097 3.04348 4.45193
N: -3.31554 3.30979 5.27366
C: -2.42842 2.32969 5.12405
O: -2.92850 1.39236 4.22179
C: -1.12632 2.16699 5.61105
C: -0.48775 3.00592 6.56975
C: 0.82825 2.79492 6.91518
C: 1.57138 1.72883 6.40886
C: 0.93730 0.88497 5.47798
C: 1.70573 -0.29331 4.91850
N: 1.90596 -0.22715 3.46886
C: 1.21747 -0.83049 2.49080
N: 1.59490 -0.36355 1.30271
C: 2.51689 0.58015 1.63916
N: 2.74479 0.68521 2.93188
C: -0.36245 1.06941 5.11700
H: -4.65628 -2.89787 1.72767
H: -4.99432 -2.41420 0.06487
H: -2.65942 -0.14338 -0.03792
H: -0.18227 -3.24986 1.17813
H: -6.78338 -0.85769 0.17369
H: -7.76303 1.24678 1.05002
H: -6.46035 2.60375 2.67480
H: -3.41509 -0.35302 2.74077
H: -1.00725 3.86338 6.97837
H: 1.26886 3.42337 7.64005
H: 2.61335 1.53456 6.68121
H: 1.19834 -1.20054 5.15830
H: 2.70310 -0.32455 5.34427
H: 0.46240 -1.54088 2.79126
H: 3.01207 1.14455 0.86091
H: -0.77172 0.44579 4.32726
O: 2.71723 -2.50546 -0.57361
N: 4.00127 -2.36525 -0.85504
C: 4.80487 -3.44371 -0.64718
C: 6.11441 -3.43897 -0.97355
C: 6.70060 -2.26711 -1.53286
C: 5.87622 -1.16158 -1.64440
C: 4.48782 -1.20891 -1.36486
S: 3.46069 0.07743 -1.76228
H: 4.27048 -4.29646 -0.28161
H: 6.72182 -4.30152 -0.77717
H: 7.76437 -2.19141 -1.76011
H: 6.27799 -0.23471 -2.00536
C: 0.01596 1.11951 -1.44759
C: 0.34123 2.16690 -0.44438
C: 1.37134 3.08847 -0.67162
C: 1.60534 4.12910 0.21634
C: 0.87694 4.25498 1.39216
C: -0.08634 3.27573 1.70037
C: -0.35290 2.27359 0.77905
H: 0.18493 1.51529 -2.47664
H: -1.07050 0.86776 -1.25994
H: 1.86242 3.02696 -1.65507
H: 2.35215 4.86986 -0.06246
H: 1.10820 5.02825 2.14162
H: -0.66557 3.31275 2.62517
H: -1.15162 1.57995 1.04244
C: -0.12230 -2.85859 -2.18923
H: 0.52372 -3.41537 -2.91661
H: -1.04419 -2.57397 -2.72801
H: -0.49329 -3.62754 -1.50971
C: 2.58294 -1.64607 -4.87808
P: 1.31186 -0.40279 -4.39078
C: 2.09237 1.17665 -4.88432
C: 0.08236 -0.67329 -5.71020
C: -0.53527 -1.93109 -5.62232
C: -1.45425 -2.34364 -6.57140
C: -1.80613 -1.46873 -7.59850
C: -1.25122 -0.20035 -7.64988
C: -0.30223 0.18914 -6.71732
H: 2.18156 -2.63979 -4.59862
H: 3.46551 -1.43885 -4.26290
H: 2.86125 -1.61513 -5.95491
H: 2.28893 1.30357 -5.95459
H: 3.03173 1.25712 -4.35478
H: 1.42912 1.97257 -4.56408
H: -0.24012 -2.61577 -4.84623
H: -1.97991 -3.29271 -6.53575
H: -2.53951 -1.72615 -8.40880
H: -1.56201 0.47045 -8.45184
H: 0.16733 1.16793 -6.79887

Force components x, y, z for each atom (eV/Å):
Lu -0.24 -0.29 0.04
C 0.31 0.48 0.08
N -0.04 -0.15 -0.01
C -0.14 -0.65 0.08
N 0.61 -0.34 -0.40
C -0.46 -0.12 0.39
N 0.40 0.78 -0.68
C -0.44 0.55 0.08
C 1.37 -0.73 0.53
C -0.50 1.25 0.67
C 0.39 -1.34 -1.05
C -0.21 0.29 0.53
C -0.43 -0.72 -0.60
C 0.15 -0.36 -0.46
N -0.05 0.69 0.59
N -0.26 0.04 -0.18
C -0.73 0.15 -0.42
O 0.69 -0.14 0.21
C 0.38 -0.44 0.15
C -0.03 0.15 -0.36
C -0.47 -0.64 -0.19
C 0.07 -0.53 -0.52
C 0.95 -0.09 0.55
C 0.50 0.90 -0.23
N -0.29 0.18 -0.64
C 0.20 0.30 0.74
N -0.35 -0.35 0.58
C 0.26 -0.18 -0.04
N -0.05 0.09 -0.32
C -0.33 0.27 -0.51
H -0.29 -0.04 0.17
H 0.20 -0.04 -0.07
H -0.16 0.08 0.02
H -0.15 -0.07 0.01
H -0.42 -0.29 -0.38
H 0.37 -0.04 0.02
H -0.57 0.86 0.41
H 0.22 -0.05 0.20
H -0.13 -0.09 -0.03
H 0.46 0.76 0.65
H -0.39 0.24 -0.01
H -0.34 -0.80 -0.07
H 0.09 -0.04 0.16
H -0.03 -0.09 -0.57
H 0.07 0.12 0.33
H -0.16 -0.02 0.18
O -0.06 0.30 -0.26
N 0.09 -0.25 0.12
C -0.66 0.24 -0.18
C 1.24 0.70 -0.52
C -1.05 0.25 0.90
C 0.59 -0.89 -0.15
C 0.42 -0.05 -0.24
S -0.37 0.33 0.19
H -0.10 -0.22 0.26
H 0.02 -0.33 -0.02
H -0.36 -0.15 0.00
H -0.06 0.30 -0.15
C -0.60 0.32 0.33
C -0.05 -0.19 0.11
C -0.53 -0.03 -0.51
C 0.21 0.24 -0.19
C 0.03 -0.33 0.92
C 0.29 0.38 -0.43
C -0.04 0.06 0.18
H -0.39 -0.34 0.65
H 0.80 0.12 -0.74
H 0.08 0.16 0.58
H -0.03 -0.04 0.23
H -0.15 -0.29 -0.59
H 0.24 0.07 -0.18
H 0.13 -0.07 -0.25
C 0.27 0.08 -0.32
H -0.36 0.35 0.35
H 0.24 0.16 -0.07
H 0.12 -0.25 0.33
C 0.00 -0.18 -0.35
P 0.24 0.00 0.04
C -0.13 -0.09 -0.35
C -0.14 -0.83 0.46
C -0.01 -0.13 -0.57
C -0.53 0.32 -0.43
C -0.72 0.12 -0.87
C -0.15 -0.02 -0.39
C 0.30 0.55 -0.09
H 0.33 0.43 -0.26
H -0.09 -0.13 -0.10
H -0.24 -0.06 0.65
H -0.06 -0.22 0.07
H 0.19 0.12 0.23
H -0.02 0.29 0.11
H -0.06 -0.06 0.30
H 0.37 -0.08 0.24
H 0.72 -0.01 1.07
H 0.18 -0.06 0.24
H -0.16 -0.12 0.02

Output
Frontier orbital gap (spin up / spin down): 3.62 / 6.70 eV
Multiplicity: 2
Net charge: -1
⟨S²⟩: 0.80



Result set for M: 119.2; 929.8 g mol⁻¹, one per record in the order listed.